10 unconnected molecules or ions with the total composition C47H56N10O4. Source: OMol25; level of theory: ωB97M-V/def2-TZVPD.

Results
- Molecular weight: 825.031 g mol⁻¹
- Structure (SMILES): CCCON1C(=O)c2ccc(O)cc2C1=O.c1cc[nH]c1.c1cc[nH]c1.c1cc[nH]c1.c1cc[nH]c1.c1cc[nH]c1.c1cc[nH]c1.c1cc[nH]c1.c1cc[nH]c1.c1cc[nH]c1
- Gap between HOMO and LUMO: 7.069 eV

Geometry as ORCA input:
```
! RIJCOSX wB97M-V def2-TZVPD def2/J DEFGRID3
* xyz 0 1
C 7.91 3.15 0.13
C 7.49 4.62 -0.31
C 6.34 5.15 0.59
O 5.96 6.51 0.30
N 4.61 6.65 0.14
C 3.76 6.60 1.29
O 3.84 7.20 2.32
C 2.65 5.60 0.83
C 1.58 4.97 1.58
C 0.66 4.07 0.88
C 0.87 3.81 -0.56
O 0.03 2.94 -1.23
C 1.95 4.45 -1.32
C 2.82 5.36 -0.61
C 4.00 6.23 -1.08
O 4.32 6.54 -2.19
H 8.93 3.11 0.57
H 7.21 2.75 0.91
H 7.84 2.44 -0.73
H 8.38 5.28 -0.23
H 7.22 4.54 -1.39
H 6.71 5.13 1.65
H 5.46 4.46 0.52
H 1.47 5.18 2.67
H -0.19 3.58 1.41
H 0.43 2.05 -1.17
H 2.12 4.29 -2.40
C 0.67 -2.43 -2.07
C 1.36 -1.53 -2.92
C 2.02 -0.63 -2.11
N 1.74 -0.96 -0.81
C 0.92 -2.06 -0.78
H 0.05 -3.26 -2.38
H 1.38 -1.54 -4.00
H 2.65 0.20 -2.35
H 2.09 -0.46 -0.01
H 0.59 -2.47 0.16
C -0.16 8.79 -4.03
C 1.22 8.73 -4.34
C 1.74 7.64 -3.69
N 0.73 7.04 -3.00
C -0.44 7.73 -3.20
H -0.87 9.52 -4.38
H 1.77 9.41 -4.97
H 2.74 7.24 -3.66
H 0.82 6.22 -2.42
H -1.36 7.41 -2.74
C -3.96 -3.84 -0.57
C -3.26 -2.94 -1.42
C -2.61 -2.04 -0.61
N -2.89 -2.36 0.69
C -3.71 -3.46 0.72
H -4.57 -4.67 -0.87
H -3.24 -2.95 -2.50
H -1.97 -1.20 -0.85
H -2.55 -1.87 1.49
H -4.04 -3.87 1.66
C -0.99 2.79 -6.33
C -1.28 2.07 -5.14
C -1.28 2.97 -4.10
N -1.00 4.20 -4.62
C -0.83 4.10 -5.98
H -0.92 2.39 -7.32
H -1.47 1.01 -5.05
H -1.46 2.84 -3.05
H -0.93 5.05 -4.09
H -0.60 4.97 -6.57
C -0.95 1.11 4.87
C -1.90 1.34 3.84
C -2.22 2.68 3.87
N -1.50 3.26 4.88
C -0.72 2.31 5.49
H -0.49 0.17 5.13
H -2.31 0.61 3.16
H -2.89 3.26 3.26
H -1.54 4.23 5.13
H -0.07 2.58 6.31
C 2.32 -2.57 4.67
C 3.42 -1.80 4.20
C 3.11 -1.38 2.93
N 1.87 -1.87 2.61
C 1.39 -2.60 3.67
H 2.23 -3.06 5.63
H 4.33 -1.57 4.74
H 3.66 -0.77 2.23
H 1.40 -1.72 1.74
H 0.42 -3.07 3.61
C -8.26 -6.94 -1.40
C -8.95 -7.15 -0.18
C -8.04 -7.00 0.83
N -6.83 -6.71 0.27
C -6.96 -6.66 -1.09
H -8.68 -6.98 -2.39
H -9.99 -7.39 -0.06
H -8.15 -7.07 1.90
H -5.97 -6.55 0.78
H -6.11 -6.44 -1.72
C -10.61 -11.34 -0.74
C -9.51 -10.56 -1.20
C -9.82 -10.13 -2.47
N -11.05 -10.63 -2.79
C -11.54 -11.36 -1.74
H -10.70 -11.83 0.22
H -8.60 -10.34 -0.66
H -9.26 -9.53 -3.16
H -11.53 -10.47 -3.66
H -12.51 -11.83 -1.80
C 9.40 -2.33 4.37
C 9.01 -1.25 5.21
C 7.67 -1.05 5.02
N 7.23 -1.96 4.10
C 8.28 -2.75 3.70
H 10.39 -2.75 4.27
H 9.64 -0.69 5.88
H 6.99 -0.34 5.46
H 6.29 -2.04 3.76
H 8.14 -3.54 2.98
*
```